Entry 1:
{"formula": "C6H12N2O2S", "method": "ωB97M-V/def2-TZVPD", "gap_ev": 9.298, "molar_mass_g_mol": 176.2, "e_homo_ev": -8.79, "relative_energy_kj_mol": 420.8, "total_energy_ha": -893.83931, "smiles": "CN(C)[C@@H]1CCN2[C@H]1S2(=O)=O", "spin_multiplicity": 1, "species": ["C", "N", "C", "C", "C", "C", "N", "C", "S", "O", "O", "H", "H", "H", "H", "H", "H", "H", "H", "H", "H", "H", "H"], "coordinates": [[2.379, -0.352, -0.781], [1.298, -0.596, 0.140], [1.396, -1.934, 0.588], [-0.063, -0.021, -0.163], [0.105, 1.470, 0.095], [-1.315, 1.962, 0.410], [-2.111, 0.765, 0.867], [-1.234, -0.437, 0.617], [-2.704, -0.267, -0.331], [-2.748, 0.288, -1.643], [-3.782, -1.030, 0.163], [2.353, -0.927, -1.777], [2.366, 0.682, -1.167], [3.193, -0.764, -0.219], [2.108, -2.109, 1.303], [0.448, -2.117, 1.062], [1.626, -2.683, -0.327], [-0.359, -0.007, -1.188], [0.367, 2.129, -0.755], [0.830, 1.717, 0.990], [-1.263, 2.827, 1.155], [-1.812, 2.364, -0.582], [-1.080, -0.960, 1.544]]}


Entry 2:
{"formula": "C5H14NO", "method": "ωB97M-V/def2-TZVPD", "gap_ev": 6.004, "molar_mass_g_mol": 104.2, "e_homo_ev": -15.34, "relative_energy_kj_mol": 863.1, "total_energy_ha": -328.35750, "charge": 1, "spin_multiplicity": 1, "species": ["C", "O", "C", "C", "C", "C", "N", "H", "H", "H", "H", "H", "H", "H", "H", "H", "H", "H", "H", "H", "H"], "coordinates": [[0.621, 1.589, 0.301], [0.554, 1.831, -1.169], [0.547, 0.145, 0.755], [-0.976, -0.356, 0.622], [-1.330, -0.348, -0.934], [-1.105, -1.823, 1.300], [1.451, -0.792, 0.150], [-0.144, 2.296, 0.630], [1.611, 2.020, 0.456], [1.217, 1.206, -1.507], [0.640, 0.200, 1.923], [-1.694, 0.296, 1.119], [-2.217, -0.761, -1.282], [-1.332, 0.731, -1.256], [-0.312, -0.704, -1.369], [-0.936, -1.840, 2.364], [-0.346, -2.479, 0.927], [-2.103, -2.302, 1.154], [2.327, -0.941, 0.629], [1.223, -1.302, -4.215], [0.932, -0.761, -3.527]]}


Entry 3:
{"formula": "C4H4N4", "method": "ωB97M-V/def2-TZVPD", "gap_ev": 9.357, "molar_mass_g_mol": 108.1, "e_homo_ev": -10.15, "relative_energy_kj_mol": 429.7, "total_energy_ha": -373.68123, "smiles": "Cn1ncnc1C#N", "spin_multiplicity": 1, "species": ["C", "N", "N", "C", "N", "C", "C", "N", "H", "H", "H", "H"], "coordinates": [[-0.200, -1.580, 0.441], [0.324, -0.231, 0.089], [1.581, 0.258, 0.547], [1.409, 1.563, 0.160], [0.132, 2.002, -0.086], [-0.510, 0.807, -0.367], [-1.760, 0.464, -1.127], [-2.488, 0.295, -2.225], [-0.914, -1.493, 1.465], [0.704, -1.951, 1.037], [-0.637, -2.349, -0.419], [2.359, 2.214, 0.484]]}


Entry 4:
{"formula": "C17H50BN8O3P2", "method": "ωB97M-V/def2-TZVPD", "gap_ev": 7.306, "molar_mass_g_mol": 487.4, "e_homo_ev": -10.09, "total_energy_ha": -2048.85367, "charge": 1, "spin_multiplicity": 1, "species": ["C", "B", "O", "C", "C", "N", "C", "C", "N", "H", "H", "H", "H", "H", "H", "H", "H", "H", "H", "H", "H", "H", "H", "O", "P", "N", "C", "C", "N", "C", "C", "N", "C", "C", "H", "H", "H", "H", "H", "H", "H", "H", "H", "H", "H", "H", "H", "H", "H", "H", "H", "H", "O", "P", "N", "C", "C", "N", "C", "C", "N", "C", "C", "H", "H", "H", "H", "H", "H", "H", "H", "H", "H", "H", "H", "H", "H", "H", "H", "H", "H"], "coordinates": [[0.315, 3.879, 2.368], [-0.267, 3.680, 0.945], [-1.467, 3.020, 0.752], [0.457, 4.245, -0.397], [1.357, 3.140, -0.937], [2.599, 3.624, -1.623], [2.357, 4.963, -2.230], [2.203, 5.918, -1.063], [1.186, 5.501, -0.076], [0.513, 2.924, 2.861], [-0.410, 4.399, 2.994], [1.240, 4.448, 2.374], [-2.102, 3.671, 0.419], [-0.355, 4.430, -1.111], [0.784, 2.609, -1.692], [1.669, 2.385, -0.219], [3.328, 3.767, -0.924], [2.919, 2.930, -2.298], [1.477, 4.954, -2.866], [3.201, 5.271, -2.839], [3.170, 5.932, -0.547], [2.031, 6.938, -1.396], [0.473, 6.218, -0.069], [-3.956, -2.020, 4.061], [-4.075, -1.832, 2.600], [-3.058, -2.992, 1.912], [-2.542, -2.902, 0.564], [-3.413, -4.366, 2.248], [-3.350, -0.268, 2.378], [-1.911, -0.175, 2.189], [-3.782, 0.665, 3.414], [-5.251, -1.672, 1.342], [-5.246, -0.519, 0.453], [-6.626, -1.939, 1.813], [-3.292, -3.154, -0.201], [-1.707, -3.599, 0.459], [-2.152, -1.914, 0.341], [-4.277, -4.721, 1.668], [-3.654, -4.445, 3.307], [-2.569, -5.029, 2.053], [-1.348, -0.806, 2.889], [-1.582, 0.857, 2.322], [-1.618, -0.422, 1.168], [-3.253, 0.521, 4.361], [-4.849, 0.553, 3.617], [-3.620, 1.689, 3.066], [-5.492, 0.423, 0.951], [-5.997, -0.707, -0.319], [-4.288, -0.410, -0.049], [-7.010, -1.137, 2.453], [-6.653, -2.868, 2.386], [-7.300, -2.059, 0.965], [2.894, 0.315, -1.102], [2.805, -1.120, -1.535], [2.208, -1.838, -0.139], [2.347, -3.225, 0.255], [0.871, -1.334, 0.172], [4.471, -1.518, -1.748], [5.246, -1.945, -0.585], [5.180, -0.476, -2.479], [2.211, -2.205, -2.744], [3.107, -3.150, -3.407], [1.351, -1.540, -3.746], [1.686, -3.899, -0.307], [2.095, -3.312, 1.313], [3.366, -3.581, 0.149], [0.114, -1.834, -0.449], [0.801, -0.263, -0.016], [0.623, -1.491, 1.222], [5.077, -1.320, 0.300], [6.308, -1.913, -0.830], [5.037, -2.981, -0.328], [5.441, 0.382, -1.847], [4.574, -0.104, -3.310], [6.095, -0.890, -2.906], [3.852, -2.674, -4.049], [2.480, -3.797, -4.024], [3.615, -3.783, -2.686], [1.923, -0.899, -4.426], [0.601, -0.922, -3.245], [0.818, -2.282, -4.339]]}


Entry 5:
{"formula": "C7H13N", "method": "ωB97M-V/def2-TZVPD", "gap_ev": 9.532, "molar_mass_g_mol": 111.2, "e_homo_ev": -8.45, "relative_energy_kj_mol": 489.9, "total_energy_ha": -329.08486, "spin_multiplicity": 1, "species": ["C", "C", "C", "C", "C", "C", "C", "H", "H", "H", "H", "H", "H", "H", "H", "H", "H", "H", "H", "H", "N"], "coordinates": [[-2.326, -0.250, 1.387], [-1.582, 0.253, 0.178], [0.995, 0.262, 0.640], [1.888, -0.948, 0.238], [1.325, -0.773, -1.448], [0.299, 0.131, -1.203], [0.993, 1.274, -0.502], [-3.360, 0.219, 1.673], [-2.566, -1.259, 1.396], [-1.875, 0.081, 2.253], [-2.170, -0.115, -0.630], [-1.714, 1.436, 0.306], [0.671, 0.633, 1.643], [2.984, -0.776, 0.100], [1.428, -1.865, 0.842], [2.067, -0.245, -2.179], [1.158, -1.833, -1.962], [-0.522, 0.423, -1.956], [0.442, 2.066, 0.084], [2.173, 1.604, -0.836], [-0.310, -0.318, -0.026]]}